# 1
The following is a DFT calculation (ωB97M-V with the def2-TZVPD basis set) of a cluster of 2 separate species, C4H14N3 in total.

Calculated values
Total energy ... -8838.071 eV
Charge ... +1

Geometry as XYZ:
```
21
Properties=species:S:1:pos:R:3:forces:R:3
H -1.092 1.591 1.000 0.58 0.53 -1.21
H -0.985 -1.679 -2.383 0.42 -0.15 0.55
N 1.675 0.901 1.988 0.54 -1.58 -2.31
H -2.417 -0.921 -2.183 -1.44 0.37 -0.26
H 2.195 0.229 2.574 -0.52 1.03 -0.30
H -1.004 -0.037 -1.684 -0.81 -1.37 0.34
H 0.728 0.851 -1.174 -0.01 -0.82 1.77
H -1.135 -1.305 0.550 -0.41 0.70 0.39
H -2.893 -1.737 -0.044 1.77 0.33 0.33
N 2.366 -0.490 0.268 -4.26 4.76 -4.99
H 2.814 -0.976 0.884 3.56 -3.47 4.28
H 1.015 1.508 2.386 -0.78 0.76 0.77
H 0.320 2.818 0.605 -1.44 -1.90 -0.43
H 2.211 -0.889 -0.669 0.18 0.25 1.04
H -1.456 -2.716 -0.208 0.43 -2.12 -0.43
C 1.523 0.522 0.682 1.52 -3.63 0.97
C -1.764 -1.727 -0.222 -1.47 1.97 -1.82
C -0.337 1.901 0.218 -0.51 3.96 -0.61
N 0.520 0.804 -0.139 0.98 1.90 -1.43
H -0.769 2.405 -0.794 0.43 -1.63 2.66
C -1.515 -1.053 -1.655 1.24 0.12 0.68
```
Positions in Å, forces in eV/Å.

=====

# 2
The following is a DFT calculation (ωB97M-V with the def2-TZVPD basis set) of a cluster of 2 separate species, C4H14N3 in total.

Calculated values
Total energy ... -8837.467 eV
Charge ... +1

Geometry as XYZ:
```
21
Properties=species:S:1:pos:R:3:forces:R:3
H 2.417 -0.147 -0.651 1.88 -1.90 -0.04
H -1.511 -0.748 2.955 1.69 -2.31 -0.54
C 0.803 0.665 -1.564 -1.29 -0.35 -3.58
N 0.905 0.200 -2.929 2.50 -1.02 3.09
H -1.766 1.785 0.221 0.52 0.15 -0.75
H -0.670 3.229 -0.305 -0.35 -2.61 -0.08
H -0.073 1.850 0.711 -0.84 0.07 -1.44
N -0.415 1.302 -1.432 0.64 2.16 1.67
H 0.513 -2.475 0.925 -1.15 1.87 1.20
C -0.767 2.047 -0.184 0.95 1.61 1.98
N 1.728 0.513 -0.561 -4.87 2.52 -1.51
H 1.270 0.706 0.344 1.22 -0.20 -0.55
H 0.003 0.060 -3.438 1.41 0.02 0.80
C -0.891 -1.720 2.636 0.41 1.56 -0.88
H -0.754 1.991 -2.160 1.02 -2.03 0.17
H 0.012 -1.957 3.165 0.21 0.85 1.44
C -0.269 -1.617 1.188 -0.36 -1.99 -1.57
H 1.748 -0.480 -3.102 -2.56 1.80 0.04
H -1.048 -1.958 0.431 0.69 1.30 0.55
H 0.216 -0.617 0.930 -1.10 -1.57 0.57
H -1.451 -2.629 2.820 -0.63 0.07 -0.57
```
Positions in Å, forces in eV/Å.

=====

# 3
The following is a DFT calculation (ωB97M-V with the def2-TZVPD basis set) of a structure of composition C4H14N3.

Calculated values
Total energy ... -8838.431 eV
Charge ... +1

Geometry as XYZ:
```
21
Properties=species:S:1:pos:R:3:forces:R:3
C -0.415 1.611 0.724 0.05 -0.20 0.06
H -0.713 2.306 -0.054 -0.08 0.01 -0.11
C 1.373 -1.997 -1.652 -0.38 -0.11 -0.11
H -1.245 -0.019 1.855 0.05 -0.17 -0.05
C 2.597 -1.695 -1.291 0.05 0.09 0.05
H 0.501 -0.254 -0.423 -0.15 0.19 0.18
N -2.699 1.511 1.502 0.00 -0.08 0.15
H -0.125 2.193 1.596 -0.03 0.12 0.02
H -3.558 0.978 1.478 -0.04 0.06 -0.03
H 3.409 -2.263 -1.712 0.20 0.01 0.06
H 2.819 -0.901 -0.595 0.13 0.04 0.05
H 1.174 -2.802 -2.345 -0.13 -0.02 -0.05
C -1.576 0.690 1.086 0.02 0.18 -0.07
H 1.334 1.393 -0.386 0.02 0.16 0.12
N 0.199 -1.280 -1.154 0.13 -0.19 -0.15
H -0.355 -0.951 -1.946 -0.01 -0.04 0.05
H -2.579 1.821 2.460 -0.03 0.08 -0.06
H 1.381 0.617 1.039 -0.01 -0.09 0.01
N 0.774 0.835 0.254 0.08 -0.09 -0.17
H -0.407 -1.918 -0.636 0.05 0.05 -0.01
H -1.890 0.125 0.202 0.08 0.00 0.07
```
Positions in Å, forces in eV/Å.

=====

# 4
The following is a DFT calculation (ωB97M-V with the def2-TZVPD basis set) of a cluster of 2 separate species, C4H14N3O in total.

Calculated values
Total energy ... -10886.197 eV
Charge ... +1

Geometry as XYZ:
```
22
Properties=species:S:1:pos:R:3:forces:R:3
H -2.888 -1.220 3.063 -0.78 -1.17 0.09
C -1.051 0.883 -1.316 -0.32 -0.83 0.34
N 2.471 -0.930 0.047 -1.41 1.33 -0.39
H -0.585 -1.430 -0.118 -0.27 -0.31 0.09
H 3.304 -1.123 0.571 0.29 -0.41 -0.34
H 1.407 1.623 0.865 -0.73 -0.86 0.27
C 2.410 0.421 -0.574 -0.02 -0.23 -0.02
C 1.170 1.214 -0.135 1.20 1.95 0.25
H 3.296 1.023 -0.346 -0.12 -0.22 0.19
O -2.035 -0.996 2.710 0.19 1.06 0.01
H -2.104 -0.055 2.917 0.59 0.34 0.03
H 2.403 0.342 -1.666 -0.03 -0.19 0.06
C -0.159 0.589 -0.364 0.60 0.22 0.38
H 1.255 2.184 -0.643 -0.46 -0.30 -0.54
H 0.586 -0.878 0.877 0.00 0.12 -0.69
N -0.344 -0.629 0.457 0.88 -0.28 0.69
H -0.988 1.814 -1.861 0.21 -0.11 -0.18
N -2.139 0.087 -1.584 -0.58 -0.38 -0.25
H -2.620 0.128 -2.468 0.13 0.73 -0.12
H 2.183 -1.576 -0.673 0.86 -0.64 0.37
H -2.175 -0.881 -1.301 0.26 0.18 0.38
H -0.965 -0.589 1.287 -0.50 -0.01 -0.64
```
Positions in Å, forces in eV/Å.

=====

# 5
The following is a DFT calculation (ωB97M-V with the def2-TZVPD basis set) of a structure of composition C4H14N3O.

Calculated values
Total energy ... -10874.295 eV
Charge ... +1

Geometry as XYZ:
```
22
Properties=species:S:1:pos:R:3:forces:R:3
N 0.443 -2.625 -1.522 -3.36 1.63 0.77
C -0.872 -1.850 -1.169 7.30 2.39 2.72
H 1.701 1.618 1.161 1.26 -0.69 0.61
H 0.309 -3.127 -2.391 0.35 -0.04 -0.14
H 0.504 -0.417 1.285 0.24 -0.30 1.03
H 0.915 -3.198 -0.794 -1.03 0.69 -0.42
H -2.336 -3.168 -1.311 0.72 0.86 -0.03
C -0.157 -0.276 0.441 -0.72 -1.31 -1.95
H -0.877 3.256 0.642 -0.24 -0.32 0.18
N 0.847 2.418 1.536 -0.70 2.83 -2.90
H -1.679 -2.617 -1.398 -4.03 -3.82 -0.86
N -0.971 -1.445 0.167 0.68 0.32 -1.38
C -0.217 2.394 0.446 0.04 -2.87 3.32
C -0.986 1.034 0.747 -0.40 2.13 -0.31
H 0.532 -0.227 -0.395 0.15 1.13 -0.19
H 3.366 0.597 0.849 1.30 0.73 0.42
H 0.077 2.496 -0.574 0.89 0.27 -0.85
H -1.927 0.947 0.178 0.46 0.21 0.22
H -1.218 1.137 1.819 -0.09 -0.60 -0.49
H 1.238 3.416 1.472 -0.20 -1.80 0.27
H -1.126 -1.090 -1.970 0.05 -1.03 0.46
O 2.434 0.728 0.781 -2.69 -0.39 -0.49
```
Positions in Å, forces in eV/Å.

=====

# 6
The following is a DFT calculation (ωB97M-V with the def2-TZVPD basis set) of a cluster of 2 separate species, C4H14N3S in total.

Calculated values
Total energy ... -19673.183 eV
Charge ... +1

Geometry as XYZ:
```
22
Properties=species:S:1:pos:R:3:forces:R:3
H -1.496 -0.398 -3.487 0.39 -0.29 -0.40
S -2.079 -1.163 -1.343 -0.08 0.54 -0.22
H 3.711 1.397 1.368 1.73 1.09 0.15
C -3.407 -2.172 -0.573 -0.77 0.75 1.93
H 1.074 3.245 2.890 1.55 -1.65 -2.11
H -0.257 1.112 2.118 -0.49 0.70 0.22
C 1.754 1.443 1.776 -0.66 -1.00 -0.76
H 2.522 3.293 1.829 -0.27 0.26 0.35
N 1.690 2.788 2.110 -0.09 -1.16 1.07
H -4.250 -1.578 -0.028 1.47 -0.71 -1.34
H 2.174 -1.044 0.181 1.87 1.70 0.63
H -2.897 -1.522 -3.579 -0.33 -1.42 -1.11
H -3.833 -2.806 -1.331 -0.22 -0.41 -0.04
H 2.801 0.263 -0.787 1.42 -0.52 -0.12
N 2.909 0.881 1.199 -4.25 -0.39 0.73
H 0.497 -0.086 1.339 0.11 -1.68 -0.88
N 0.613 0.659 1.957 2.76 2.28 0.18
C -2.472 -0.680 -3.140 -1.01 2.16 1.93
H 4.001 -0.817 0.415 -0.93 1.07 -1.02
H -2.959 -2.792 0.288 -0.29 0.82 -1.66
C 3.063 -0.247 0.152 -2.83 -0.73 1.48
H -3.160 0.224 -3.354 0.93 -1.41 0.98
```
Positions in Å, forces in eV/Å.

=====

# 7
The following is a DFT calculation (ωB97M-V with the def2-TZVPD basis set) of a cluster of 2 separate species, C4H14N3S in total.

Calculated values
Total energy ... -19672.190 eV
Charge ... +1

Geometry as XYZ:
```
22
Properties=species:S:1:pos:R:3:forces:R:3
H 1.353 1.618 1.304 1.22 -0.44 -0.10
H -0.266 1.404 0.582 0.08 0.07 -0.42
H 1.596 -2.554 -3.081 0.18 -0.33 -0.32
C 0.318 1.755 1.422 -2.14 0.09 1.30
S -0.071 3.464 1.829 0.28 0.98 -1.48
N -0.373 -2.579 -0.394 1.23 -1.55 -6.39
N 1.896 -2.657 -0.386 -0.29 -1.80 0.13
H 1.976 -3.514 0.214 -0.32 1.39 -0.50
H -1.205 4.934 0.162 0.42 1.07 -0.74
H -0.362 -2.259 0.529 0.67 0.31 1.36
H -1.275 3.147 -0.379 0.79 0.25 -0.64
H -0.141 1.274 2.302 0.88 -0.59 -0.36
H -2.202 -3.146 0.080 -0.16 1.74 -4.07
H -1.983 -3.169 -1.927 0.51 0.07 0.44
H 2.758 -2.480 -0.843 0.85 0.20 -0.47
N 0.808 -2.357 -2.500 -3.36 -0.89 2.31
C 0.779 -2.617 -1.175 -0.34 1.69 2.99
H -2.116 3.689 0.992 0.16 0.71 -1.17
H -0.194 -2.482 -2.791 1.78 0.58 -0.96
H -1.976 -1.511 -1.038 -0.91 -0.42 -0.48
C -1.197 3.907 0.381 -1.72 -2.16 3.59
C -1.759 -2.581 -1.030 0.17 -0.98 5.98
```
Positions in Å, forces in eV/Å.

=====

# 8
The following is a DFT calculation (ωB97M-V with the def2-TZVPD basis set) of a cluster of 2 separate species, C4H14N4 in total.

Calculated values
Total energy ... -10332.556 eV
SMILES ... [H]/N=C(/C)NC.CNN

Geometry as XYZ:
```
22
Properties=species:S:1:pos:R:3:forces:R:3
N -0.988 0.901 -0.269 -2.79 -0.54 2.03
H -2.724 1.763 0.645 0.04 -0.25 0.14
H 2.949 -0.755 0.804 -0.27 -0.19 -0.12
H -0.485 -3.248 -0.414 0.46 -0.01 -0.16
H 2.781 0.807 0.032 -0.05 0.06 -0.04
C 2.249 0.058 0.612 -0.92 1.46 0.30
H 0.858 -1.846 1.335 -0.30 0.22 -0.03
H -1.021 2.936 -0.938 0.07 0.07 -0.07
C -0.357 2.195 -0.479 -0.80 0.23 0.51
H 0.772 -1.223 -1.936 -0.57 0.26 0.18
N 1.187 -0.411 -1.484 -0.10 0.84 1.51
H -1.496 -2.378 0.656 0.07 0.21 0.52
H -0.044 2.584 0.492 0.21 0.03 -0.11
C -0.691 -2.235 -0.060 -0.64 -0.43 -0.18
H 1.941 0.496 1.561 0.16 0.04 0.21
H -1.207 -1.729 -0.886 0.64 0.25 0.17
H -1.358 0.567 -1.154 0.05 -0.06 0.22
N -2.336 0.816 0.678 2.36 1.01 -2.31
N 0.449 -1.527 0.472 -0.64 0.87 -0.21
C 1.045 -0.434 -0.171 2.67 -4.27 -2.39
H -2.028 0.652 1.635 0.45 0.12 -0.31
H 0.503 2.013 -1.131 -0.10 0.08 0.13
```
Positions in Å, forces in eV/Å.

=====

# 9
The following is a DFT calculation (ωB97M-V with the def2-TZVPD basis set) of a structure of composition C4H14N4.

Calculated values
Total energy ... -10331.527 eV

Geometry as XYZ:
```
22
Properties=species:S:1:pos:R:3:forces:R:3
C -1.497 0.745 -0.129 0.11 0.09 -0.17
H -1.009 1.587 1.659 0.00 0.00 -0.06
H -2.265 2.570 -0.630 0.03 -0.04 -0.03
H 1.853 -1.294 -1.308 -0.15 0.05 0.07
H -1.134 2.014 -1.685 -0.02 -0.02 0.03
H 3.033 -2.176 0.888 -0.05 0.05 -0.08
C 3.043 -1.127 0.577 0.25 0.02 -0.09
N -2.744 0.110 -0.570 0.08 0.12 0.20
H -2.821 -0.795 -0.114 0.04 0.02 -0.03
C 0.798 0.049 0.046 -1.95 -1.38 -0.01
H 1.724 0.628 -0.614 0.68 -1.16 0.06
H 3.994 -0.955 0.061 -0.10 -0.05 0.09
C 1.869 -0.872 -0.309 0.05 2.03 -0.10
H -2.671 -0.076 -1.565 0.06 0.01 0.06
N -0.370 -0.040 -0.603 0.81 0.66 0.17
H -2.538 1.049 1.580 -0.02 -0.03 -0.03
H 0.838 0.435 1.070 0.23 0.17 -0.15
N -1.373 2.090 -0.703 0.01 -0.07 0.07
H 0.192 -2.400 -0.137 -0.80 0.40 -0.23
H -0.363 -1.835 -0.328 0.85 -0.93 0.30
H 3.025 -0.527 1.487 -0.10 0.05 -0.07
N -1.583 0.821 1.327 -0.01 0.02 0.00
```
Positions in Å, forces in eV/Å.

=====

# 10
The following is a DFT calculation (ωB97M-V with the def2-TZVPD basis set) of a cluster of 2 separate species, C4H14N7O in total.

Calculated values
Total energy ... -16845.241 eV
Charge ... +1

Geometry as XYZ:
```
26
Properties=species:S:1:pos:R:3:forces:R:3
H -0.752 -0.752 2.235 0.19 0.07 -0.07
N 0.632 -0.432 0.712 -0.60 1.36 -1.54
H -0.784 -3.354 1.597 0.08 0.17 -0.08
H 0.949 0.451 1.146 -0.11 -0.11 -0.21
H 2.484 4.029 -1.230 -0.01 0.05 0.04
N -1.849 0.991 -2.109 -0.12 -0.19 -0.16
H -1.627 -0.343 -0.056 0.08 -0.02 -0.12
H 0.814 4.428 -1.102 0.00 -0.10 -0.04
N -2.055 -2.070 0.442 -0.41 -0.29 0.04
C -0.741 -2.491 0.920 0.23 0.08 0.03
N 2.170 1.533 -1.356 0.36 -0.03 0.04
H -1.935 1.688 -2.830 0.05 0.01 0.07
H 0.732 -1.740 2.306 0.07 0.21 -0.15
H 1.971 0.540 -1.362 -0.04 0.23 -0.01
H -2.651 0.409 -1.927 0.13 0.02 -0.01
N -0.076 2.172 -1.349 0.15 0.58 -0.30
C 1.190 2.441 -1.243 -0.42 -0.30 -0.16
H -2.705 -1.983 1.221 0.03 -0.10 -0.14
H -2.436 -2.769 -0.189 0.00 0.10 0.12
H 3.132 1.824 -1.403 -0.01 -0.04 0.06
N 1.538 3.730 -1.071 0.26 0.15 0.02
C -0.894 1.156 -1.168 -0.12 0.21 0.27
H -0.133 -2.766 0.053 -0.04 -0.05 0.21
C -0.043 -1.336 1.646 -0.59 -1.02 0.29
N -0.976 0.450 -0.050 0.86 -0.64 1.11
O 1.315 -0.883 -0.213 -0.03 -0.34 0.67
```
Positions in Å, forces in eV/Å.

=====

# 11
The following is a DFT calculation (ωB97M-V with the def2-TZVPD basis set) of a cluster of 2 separate species, C4H14NO in total.

Calculated values
Total energy ... -7903.856 eV
Charge ... +1

Geometry as XYZ:
```
20
Properties=species:S:1:pos:R:3:forces:R:3
H 1.887 1.974 -0.557 0.68 0.69 0.69
H -0.482 -2.716 0.959 1.20 1.01 -0.11
H -2.406 1.032 1.469 0.17 2.36 -0.56
H 1.129 1.268 -1.819 -1.10 -0.35 0.95
H 0.614 -2.898 -1.406 -1.30 0.28 1.08
N 0.552 0.614 0.210 1.08 -2.42 1.40
H 1.257 -1.823 1.257 -2.11 -0.72 -0.62
H -0.262 -1.133 1.732 -0.75 0.44 0.99
H 0.177 2.482 -0.771 0.95 -1.34 -0.10
H -0.798 -0.601 -1.006 0.66 -0.95 3.03
C 0.911 1.611 -0.771 -0.36 1.94 -2.24
H -2.740 2.588 1.243 -0.62 0.21 0.19
C 0.688 -1.794 -1.476 2.84 -1.67 -0.62
H -0.259 0.947 0.794 0.61 -0.38 -0.94
H 0.428 -1.744 -2.555 -0.12 1.36 0.90
O -2.057 1.933 1.160 0.54 -2.82 0.39
C 0.101 -1.019 -0.317 -2.75 2.34 -3.57
C 0.118 -1.755 0.964 1.15 -0.70 0.62
H 1.763 -1.954 -1.387 0.68 1.02 -0.30
H 1.369 0.560 0.902 -1.47 -0.32 -1.16
```
Positions in Å, forces in eV/Å.

=====

Repeat the ninth record exactly.
The following is a DFT calculation (ωB97M-V with the def2-TZVPD basis set) of a structure of composition C4H14N4.

Calculated values
Total energy ... -10331.527 eV

Geometry as XYZ:
```
22
Properties=species:S:1:pos:R:3:forces:R:3
C -1.497 0.745 -0.129 0.11 0.09 -0.17
H -1.009 1.587 1.659 0.00 0.00 -0.06
H -2.265 2.570 -0.630 0.03 -0.04 -0.03
H 1.853 -1.294 -1.308 -0.15 0.05 0.07
H -1.134 2.014 -1.685 -0.02 -0.02 0.03
H 3.033 -2.176 0.888 -0.05 0.05 -0.08
C 3.043 -1.127 0.577 0.25 0.02 -0.09
N -2.744 0.110 -0.570 0.08 0.12 0.20
H -2.821 -0.795 -0.114 0.04 0.02 -0.03
C 0.798 0.049 0.046 -1.95 -1.38 -0.01
H 1.724 0.628 -0.614 0.68 -1.16 0.06
H 3.994 -0.955 0.061 -0.10 -0.05 0.09
C 1.869 -0.872 -0.309 0.05 2.03 -0.10
H -2.671 -0.076 -1.565 0.06 0.01 0.06
N -0.370 -0.040 -0.603 0.81 0.66 0.17
H -2.538 1.049 1.580 -0.02 -0.03 -0.03
H 0.838 0.435 1.070 0.23 0.17 -0.15
N -1.373 2.090 -0.703 0.01 -0.07 0.07
H 0.192 -2.400 -0.137 -0.80 0.40 -0.23
H -0.363 -1.835 -0.328 0.85 -0.93 0.30
H 3.025 -0.527 1.487 -0.10 0.05 -0.07
N -1.583 0.821 1.327 -0.01 0.02 0.00
```
Positions in Å, forces in eV/Å.

=====

Q: The highest total energy belongs to which entry?
A: C4H14NO